1.
The following is a DFT calculation (ωB97M-V/def2-TZVPD) of C6H13CuN3PTe4 as an isolated structure.

Geometry as XYZ:
```
28
Properties=species:S:1:pos:R:3:forces:R:3:mulliken_charge:R:1
Cu -2.570 0.157 0.094 -1.675 0.090 0.013 -0.717
Te -3.863 -2.002 -0.821 -0.499 0.029 -0.347 -0.418
Te -6.053 -1.254 -2.370 0.512 0.227 0.263 -0.291
Te -6.053 1.568 -2.370 0.493 -0.222 0.265 -0.306
Te -3.863 2.317 -0.821 -0.528 -0.013 -0.339 -0.407
C 2.346 1.094 0.262 -0.352 -0.308 0.268 -0.806
N 1.237 1.016 1.194 1.321 1.741 1.922 0.005
C 1.214 -0.277 1.850 -0.049 0.039 -0.191 -0.836
N 1.120 -1.337 0.864 1.083 -2.301 1.403 0.006
C 2.229 -1.264 -0.069 -0.334 0.240 0.327 -0.803
N 2.250 0.032 -0.721 2.668 0.050 -1.266 0.014
C 1.159 0.217 -1.657 0.369 -0.066 0.306 -0.741
P -0.361 0.157 -0.688 -4.600 0.502 -1.845 0.568
C -0.034 1.377 0.599 0.972 0.120 0.319 -0.387
C -0.172 -1.395 0.210 0.884 -0.246 0.240 -0.522
H 3.298 1.015 0.806 -0.124 -0.335 0.052 0.248
H 2.391 2.080 -0.221 -0.364 -0.212 -0.089 0.338
H 0.395 -0.339 2.579 -0.142 0.082 -0.503 0.451
H 2.123 -0.407 2.453 0.177 0.037 -0.336 0.227
H 2.184 -2.079 -0.804 -0.341 0.264 -0.022 0.339
H 3.176 -1.431 0.463 -0.098 0.317 0.147 0.246
H 1.175 -0.561 -2.428 -0.059 -0.035 0.168 0.361
H 1.262 1.172 -2.185 -0.060 -0.007 0.173 0.355
H -0.826 1.386 1.356 0.101 -0.287 -0.291 0.159
H 0.005 2.393 0.190 0.094 -0.083 -0.156 0.396
H -0.226 -2.258 -0.463 0.060 0.138 -0.102 0.337
H -0.972 -1.534 0.947 0.137 0.301 -0.152 0.293
H -2.570 0.157 1.750 0.355 -0.062 -0.227 -0.110
```
Positions in Å, forces in eV/Å.

Calculated values
- HOMO energy (eV) = 0.161
- multiplicity = 1
- calculated total energy (a.u.) = -3454.581269
- charge = -2

---

2.
The following is a DFT calculation (ωB97M-V/def2-TZVPD) of a 2-piece molecular cluster, C26H34N6O2S overall.

Geometry as XYZ:
```
69
Properties=species:S:1:pos:R:3:forces:R:3:mulliken_charge:R:1
C 3.351 2.207 3.705 0.048 0.070 -0.080 -1.335
N 3.273 0.883 3.084 0.457 -0.003 0.452 0.335
C 4.467 0.241 2.820 -0.474 0.402 0.203 0.002
S 5.927 1.054 2.906 -0.478 -0.634 -0.043 -0.235
N 4.339 -1.104 2.484 0.084 0.158 -0.719 0.163
C 5.556 -1.902 2.339 0.045 -0.128 -0.016 -1.052
C 3.246 -1.494 1.667 0.248 -0.809 -1.059 -0.470
O 3.398 -2.339 0.787 -0.111 0.869 1.280 -0.629
C 1.965 -0.839 1.988 -0.706 -0.300 -0.397 1.327
C 0.821 -1.325 1.441 0.977 -1.213 0.567 -1.278
C -0.574 -1.066 1.804 -1.632 0.463 -0.141 -0.044
C -1.220 0.114 1.397 0.831 -0.294 0.004 -0.578
C -2.528 0.427 1.714 -0.271 -1.127 0.307 0.663
C -3.312 -0.540 2.414 1.286 -0.082 -0.425 0.402
N -4.624 -0.278 2.699 -0.762 0.366 0.608 -0.008
C -5.322 0.850 2.109 0.171 -0.063 -0.173 -0.662
C -4.419 2.070 1.985 0.018 -0.045 0.227 -0.963
C -3.133 1.713 1.244 -0.269 0.410 -0.460 -0.369
C -5.513 -1.310 3.183 0.039 -0.158 -0.192 -0.675
C -4.808 -2.303 4.088 0.135 0.104 0.120 -0.841
C -3.525 -2.831 3.458 -0.129 -0.591 -0.019 -1.007
C -2.708 -1.780 2.779 -0.222 1.098 -0.491 0.964
C -1.384 -2.027 2.451 0.854 0.381 -0.306 -1.325
C 1.999 0.298 2.914 -1.534 0.885 0.852 0.695
O 1.003 0.750 3.480 1.694 -0.601 -0.679 -0.667
H 2.379 2.457 4.128 0.120 -0.160 -0.117 0.326
H 4.131 2.171 4.469 -0.276 0.140 -0.022 0.503
H 3.650 2.959 2.963 -0.110 -0.191 0.091 0.320
H 5.290 -2.958 2.440 -0.002 0.262 -0.043 0.301
H 6.033 -1.749 1.367 -0.067 0.015 0.134 0.325
H 6.240 -1.597 3.129 -0.041 -0.113 -0.114 0.455
H 0.977 -2.168 0.747 0.067 0.346 0.317 0.468
H -0.632 0.782 0.770 -0.347 -0.159 0.321 0.605
H -5.714 0.571 1.110 0.040 0.105 0.196 0.283
H -6.186 1.070 2.753 0.191 0.004 -0.220 0.404
H -4.968 2.851 1.451 0.110 0.013 0.074 0.395
H -4.180 2.453 2.986 -0.075 -0.125 -0.159 0.325
H -2.405 2.528 1.344 -0.107 -0.146 -0.026 0.000
H -3.365 1.637 0.169 0.110 0.006 0.199 0.341
H -6.324 -0.812 3.728 0.069 -0.162 -0.087 0.384
H -5.969 -1.839 2.325 0.012 0.002 0.153 0.302
H -4.565 -1.830 5.045 -0.099 0.062 -0.088 0.316
H -5.490 -3.130 4.287 0.024 0.006 0.124 0.375
H -2.908 -3.305 4.226 -0.105 -0.097 -0.047 0.426
H -3.778 -3.613 2.728 0.045 0.068 0.110 0.305
H -0.952 -2.997 2.703 -0.090 0.169 0.083 0.468
C 0.759 4.187 1.218 -0.459 0.353 0.576 -0.779
C 0.531 2.706 1.017 -0.675 -0.429 -0.179 -1.041
N 1.670 1.848 0.814 1.425 1.490 -0.934 -0.072
C 2.674 2.431 0.193 -1.046 -1.001 1.075 0.296
N 2.712 3.742 -0.191 -0.006 0.450 -0.366 0.184
C 1.858 4.770 0.377 -0.067 0.110 -0.277 -0.817
C 3.817 4.320 -0.916 0.311 0.159 0.192 -0.721
C 4.620 3.268 -1.634 0.379 0.031 -0.498 -0.748
C 4.974 2.147 -0.681 0.482 -0.053 0.214 -0.681
N 3.771 1.659 -0.078 -0.507 -0.423 0.128 -0.016
H -0.182 4.701 0.976 0.177 -0.043 0.280 0.349
H 0.974 4.375 2.271 -0.004 -0.010 0.059 0.341
H 0.036 2.319 1.915 -0.226 0.164 -0.203 0.427
H -0.175 2.593 0.164 0.224 -0.016 0.291 0.451
H 1.442 5.375 -0.446 0.188 -0.212 0.093 0.443
H 2.454 5.463 0.995 0.086 -0.183 -0.243 0.276
H 3.425 5.074 -1.613 0.021 -0.206 0.059 0.345
H 4.455 4.865 -0.204 0.089 -0.007 -0.088 0.348
H 4.053 2.877 -2.485 0.017 -0.024 0.115 0.326
H 5.532 3.728 -2.027 -0.102 -0.096 0.005 0.378
H 5.453 1.308 -1.194 0.029 0.195 -0.040 0.371
H 5.678 2.504 0.090 -0.023 0.005 -0.162 0.282
H 3.743 0.725 0.324 -0.079 0.541 -0.395 0.016
```
Positions in Å, forces in eV/Å.

Calculated values
- HOMO energy (eV) = -7.063
- multiplicity = 1
- SMILES = CN1C(=O)C(=Cc2cc3c4c(c2)CCCN4CCC3)C(=O)N(C)C1=S.C1CN=C2NCCCN2C1
- calculated total energy (a.u.) = -1888.386308
- charge = 0

---

3.
The following is a DFT calculation (ωB97M-V/def2-TZVPD) of C22H50AsF6N6O7 as an isolated structure.

Geometry as XYZ:
```
92
Properties=species:S:1:pos:R:3:forces:R:3:mulliken_charge:R:1
As 19.091 -12.478 30.580 0.325 -0.884 0.367 2.021
F 19.140 -10.766 30.083 -0.104 -1.368 0.321 -0.496
F 20.436 -12.833 29.490 -0.678 0.490 0.517 -0.481
F 19.202 -14.210 31.091 -0.577 1.505 -0.277 -0.511
F 17.664 -12.132 31.581 1.231 -0.331 -0.372 -0.486
F 17.915 -12.955 29.279 1.264 0.651 1.083 -0.518
F 20.249 -12.139 31.968 -1.481 -0.072 -1.645 -0.531
C 25.404 -9.171 28.445 1.410 -0.682 0.476 0.207
O 26.316 -9.393 29.235 -1.023 0.071 0.378 -0.618
N 25.690 -8.816 27.193 -0.379 -0.396 -1.941 0.029
C 24.626 -8.339 26.222 2.453 -0.345 1.713 -0.768
C 27.097 -8.598 26.792 -1.011 1.324 -0.225 -0.868
H 24.329 -9.318 28.632 0.060 0.123 0.277 0.277
H 23.666 -8.558 26.689 -0.011 0.197 -0.448 0.275
H 24.814 -8.817 25.260 -0.433 -0.047 0.059 0.239
H 24.886 -7.282 26.167 -0.871 0.275 -0.471 0.310
H 27.890 -9.042 27.394 -0.707 -0.340 0.082 0.290
H 27.223 -8.793 25.727 -0.077 -0.469 0.056 0.282
H 27.196 -7.515 26.867 0.586 0.285 0.054 0.345
C 25.696 -15.897 32.012 2.359 -0.773 1.342 0.223
O 26.797 -15.388 32.193 -1.140 0.133 -0.641 -0.592
N 25.398 -17.104 32.596 -0.580 -1.008 0.617 0.067
C 24.037 -17.575 32.580 -0.379 0.599 0.310 -0.945
C 26.204 -17.864 33.578 0.632 0.781 -0.542 -0.900
H 24.898 -15.496 31.368 0.073 0.025 0.152 0.303
H 23.448 -16.776 32.130 -0.384 -0.545 -0.386 0.340
H 23.668 -17.666 33.602 -0.045 0.083 0.229 0.316
H 23.906 -18.568 32.151 0.041 0.156 -0.503 0.259
H 25.686 -17.977 34.531 -0.241 0.356 0.003 0.312
H 26.416 -18.882 33.252 -0.168 -0.024 -0.444 0.299
H 27.171 -17.396 33.762 -0.175 0.233 -0.149 0.317
C 19.222 -5.073 36.160 0.754 0.277 0.158 0.203
O 20.137 -4.724 36.893 -0.503 0.439 -0.110 -0.612
N 19.098 -6.305 35.675 -0.175 -1.596 -0.552 0.048
C 18.023 -6.667 34.712 0.776 -0.047 0.606 -0.886
C 20.242 -7.259 35.803 -1.198 -0.401 0.081 -0.895
H 18.440 -4.416 35.749 -0.090 0.309 0.404 0.274
H 17.433 -7.525 35.031 0.729 -0.599 0.012 0.284
H 18.569 -6.822 33.782 -0.759 -0.258 -0.343 0.338
H 17.198 -5.961 34.625 0.696 0.839 -0.055 0.321
H 19.903 -8.212 36.209 -0.323 0.089 0.419 0.309
H 20.597 -7.590 34.827 0.291 0.668 -0.222 0.311
H 21.017 -6.874 36.467 -0.189 0.245 -0.418 0.305
C 24.955 -11.259 37.833 0.422 -0.752 -3.009 0.205
O 25.536 -11.437 36.751 -0.096 0.631 1.957 -0.605
N 23.846 -11.958 38.122 -1.264 -0.800 0.073 0.112
C 23.084 -11.691 39.271 0.198 0.922 2.363 -1.002
C 23.275 -12.993 37.273 0.466 0.734 -1.234 -0.904
H 25.236 -10.510 38.589 0.033 -0.066 -0.076 0.275
H 23.313 -10.694 39.646 0.236 0.109 0.101 0.319
H 23.372 -12.381 40.064 -0.347 -0.188 0.315 0.333
H 21.996 -11.667 39.205 0.043 -0.406 -0.726 0.332
H 23.651 -12.737 36.283 -0.154 -0.491 -0.200 0.336
H 23.520 -14.030 37.501 0.410 0.122 0.369 0.264
H 22.187 -12.920 37.266 0.055 0.197 0.068 0.335
C 12.750 -17.749 29.585 0.691 -0.124 0.982 0.139
O 11.662 -17.223 29.590 -0.460 -0.173 -0.379 -0.576
N 13.029 -19.073 29.706 0.404 -0.139 -0.397 0.055
C 14.462 -19.565 29.665 -2.324 -0.259 0.796 -0.903
C 11.991 -20.106 29.630 0.295 -0.242 0.017 -0.898
H 13.685 -17.171 29.640 0.036 0.219 -0.292 0.308
H 14.522 -20.313 30.455 0.016 -0.374 -0.160 0.304
H 15.187 -18.826 30.006 -0.203 0.330 -0.833 0.349
H 14.569 -20.048 28.694 0.795 0.254 0.057 0.302
H 12.015 -20.694 30.547 0.004 -0.166 -0.018 0.306
H 10.958 -19.791 29.477 0.355 0.889 0.248 0.305
H 12.161 -20.764 28.778 0.391 -0.193 -0.015 0.310
C 17.932 -11.741 21.351 2.381 -0.271 -0.412 0.193
O 19.110 -11.723 20.947 -2.028 0.117 -0.038 -0.638
N 17.595 -11.538 22.617 -1.560 -0.288 0.845 0.075
C 16.184 -11.866 23.028 1.640 -0.244 0.117 -0.904
C 18.557 -11.137 23.652 -1.017 -0.360 -0.167 -0.841
H 17.025 -11.961 20.767 0.388 -0.054 -0.596 0.281
H 15.677 -12.403 22.226 -0.017 0.510 -0.208 0.336
H 15.638 -10.991 23.379 -0.004 -0.063 -0.105 0.280
H 16.248 -12.619 23.814 -0.048 0.233 0.349 0.329
H 18.134 -10.213 24.044 0.613 0.168 0.325 0.295
H 18.556 -11.892 24.438 0.034 0.050 0.118 0.315
H 19.571 -11.050 23.260 -0.370 0.198 -0.196 0.281
C 12.401 -14.886 35.475 0.747 1.119 -2.859 -0.505
C 11.300 -15.440 36.261 -0.786 -1.749 1.503 -0.315
C 10.398 -14.331 36.660 0.014 2.226 -0.346 -0.486
O 11.128 -13.142 36.228 -0.596 0.409 1.482 -0.422
C 11.871 -13.498 35.070 -0.204 0.091 1.030 -0.402
H 12.573 -15.469 34.570 0.405 -0.141 0.082 0.247
H 13.323 -14.796 36.049 -0.056 0.107 -0.180 0.276
H 11.786 -15.771 37.179 -0.565 -0.958 0.005 0.204
H 10.699 -16.189 35.745 0.457 -0.440 0.192 0.326
H 10.194 -14.333 37.730 0.339 0.520 0.088 0.252
H 9.411 -14.274 36.200 -0.056 -0.446 -0.444 0.275
H 12.644 -12.750 34.898 -0.031 -0.036 0.112 0.279
H 11.136 -13.425 34.268 0.337 -0.699 -0.676 0.270
```
Positions in Å, forces in eV/Å.

Calculated values
- HOMO energy (eV) = -7.389
- multiplicity = 1
- calculated total energy (a.u.) = -4558.544415
- charge = -1

---

4.
The following is a DFT calculation (ωB97M-V/def2-TZVPD) of the molecule C20H20N2O3.

Geometry as XYZ:
```
45
Properties=species:S:1:pos:R:3:forces:R:3:mulliken_charge:R:1
O 5.043 0.257 -1.413 -0.071 0.638 -0.399 -0.558
N -1.061 -1.917 -1.255 -0.928 3.041 -0.905 -0.567
N -0.835 -4.239 2.252 -0.223 0.653 -0.445 -0.664
O 4.597 2.359 -2.078 -0.445 -0.265 0.598 -0.439
O -1.310 -0.131 -2.672 0.253 -0.278 0.800 -0.390
C 4.461 1.305 -1.238 -0.145 -1.432 1.088 0.244
C -1.511 -0.686 -1.436 1.939 -2.913 0.382 0.132
C -0.551 -0.558 1.367 3.119 0.129 0.441 0.324
C 0.688 -0.087 1.770 -2.611 -0.533 -0.747 -0.774
C -1.178 -4.742 1.064 -0.029 1.214 -0.652 -0.359
C -0.661 -2.896 2.305 0.190 -0.649 -0.353 -0.685
C -3.794 1.885 0.102 -0.751 0.498 -0.432 -0.427
C -3.305 2.078 1.401 -0.007 -0.612 -0.423 -0.900
C -1.282 -3.952 -0.091 -0.413 -1.176 -0.327 -0.280
C -3.220 0.993 -0.802 0.171 0.187 0.899 -0.967
C -2.273 1.236 1.796 0.644 -0.305 -0.434 -0.320
C -1.056 -2.599 -0.051 0.065 0.863 0.980 0.403
C -2.152 0.181 -0.387 -0.172 0.406 -1.206 1.163
C -0.741 -2.021 1.207 -0.345 -0.772 0.318 0.148
C -1.659 0.286 0.918 -1.187 1.049 0.520 0.657
C -0.316 -0.778 -3.529 -0.698 0.140 -0.457 -0.675
C 3.519 1.480 -0.034 -0.616 0.468 -2.114 -0.592
C 1.078 1.345 1.923 -0.118 1.203 0.435 -0.994
C 2.017 1.464 -0.483 0.293 0.624 0.678 -0.431
C 1.119 2.149 0.591 -0.039 -1.004 -0.450 -0.785
H 5.160 2.024 -2.787 0.191 0.054 -0.206 0.341
H 1.487 -0.795 1.926 -0.115 -0.398 0.122 0.504
H -1.410 -5.786 0.959 0.130 -0.377 0.365 0.359
H -0.410 -2.534 3.303 -0.084 0.222 -0.292 0.446
H -4.679 2.458 -0.204 0.514 -0.164 -0.018 0.345
H -3.759 2.843 2.066 0.457 -0.770 -0.477 0.389
H -1.581 -4.362 -1.072 0.319 -0.004 0.752 0.372
H -3.565 0.919 -1.827 -0.099 0.041 0.140 0.483
H -1.863 1.322 2.790 0.023 -0.081 0.158 0.541
H -0.717 -1.645 -4.063 -0.219 0.094 0.357 0.291
H 0.558 -1.096 -2.994 0.224 -0.095 0.617 0.308
H -0.003 -0.056 -4.288 -0.369 0.212 0.321 0.292
H 3.753 2.434 0.373 -0.014 1.059 0.490 0.415
H 3.722 0.753 0.714 0.357 -0.819 0.312 0.358
H 2.111 1.338 2.349 -0.863 0.329 -0.005 0.425
H 0.366 1.911 2.617 1.146 -0.826 -0.686 0.301
H 1.959 2.010 -1.428 -0.180 0.018 0.078 0.529
H 1.652 0.447 -0.663 0.235 0.088 0.018 0.188
H 1.506 3.135 0.815 0.072 0.326 -0.036 0.569
H 0.096 2.269 0.189 0.396 -0.082 0.197 0.280
```
Positions in Å, forces in eV/Å.

Calculated values
- HOMO energy (eV) = -8.645
- multiplicity = 1
- SMILES = COC1=Nc2ccncc2/C(=C/CCCCC(=O)O)c2ccccc21
- calculated total energy (a.u.) = -1109.341942
- charge = 0

---

Computed values of max |F| (unit: eV/Å) for the preceding records, in sequence: 4.982, 2.263, 3.160, 3.521.
Computed values of lowest unoccupied orbital energy (unit: eV) for the preceding records, in sequence: 4.5444, -0.3294, 2.0222, 0.2863.
Computed values of molar mass (unit: g mol⁻¹) for the preceding records, in sequence: 732.11, 494.66, 699.59, 336.39.